Formula: C36H25AuF3N2O3S2
Source: the Open Molecules 2025 dataset
Level of theory: ωB97M-V/def2-TZVPD

Last column: Löwdin spin population.
Positions of all 72 atoms, in Å:
1 Au -0.324113 0.362482 -1.348010  0.543
2 O -2.620226 1.494758 -1.561361  0.046
3 S -3.155024 1.026278 -0.305691  0.027
4 O -3.273601 1.951784 0.780584  0.010
5 N -2.046268 -0.154965 0.109254  0.362
6 C -1.763989 -0.563484 1.329303  0.076
7 C -2.692025 -0.611576 2.388767  0.184
8 C -2.380322 -1.238324 3.585083  0.003
9 C -1.121158 -1.754752 3.815429  0.226
10 C -0.109278 -1.617210 2.840818  0.012
11 C 1.236883 -1.957904 3.083456  0.033
12 C 2.186272 -1.701418 2.125726  -0.011
13 C 1.778841 -1.152399 0.905346  0.037
14 N 0.527228 -0.849896 0.656513  0.069
15 C -0.416727 -1.038264 1.582538  0.065
16 C -4.691891 0.155316 -0.551224  0.007
17 C -5.688349 0.324368 0.390569  0.002
18 C -6.880581 -0.362207 0.233436  0.001
19 C -7.051489 -1.195759 -0.861661  0.003
20 C -6.043710 -1.348188 -1.801275  0.000
21 C -4.844640 -0.670603 -1.648565  0.004
22 H -3.662399 -0.166639 2.240085  0.007
23 H -3.130131 -1.302340 4.359702  -0.004
24 H -0.874172 -2.205341 4.765617  0.010
25 H 1.503870 -2.397263 4.032979  0.001
26 H 3.229565 -1.917067 2.295339  -0.001
27 H 2.492118 -0.954489 0.117575  0.002
28 H -5.524345 1.005779 1.212033  0.000
29 H -7.670757 -0.241928 0.957181  0.000
30 H -7.984182 -1.720730 -0.990516  0.000
31 H -6.193192 -1.990250 -2.655047  0.000
32 H -4.042363 -0.758384 -2.363440  0.000
33 O -0.660495 -1.306372 -2.697393  0.019
34 S 0.402825 -2.208613 -3.257419  0.010
35 C 1.968773 -1.384602 -2.813913  0.016
36 C 2.053184 -0.031151 -3.118009  0.021
37 C 3.205839 0.673911 -2.803885  0.012
38 C 4.284378 0.019397 -2.233327  -0.002
39 C 4.205761 -1.337337 -1.964051  0.009
40 C 3.045802 -2.042637 -2.247780  -0.001
41 C 0.489130 -3.612004 -2.116956  0.000
42 C -0.228571 -3.625622 -0.933580  0.000
43 C -0.200197 -4.764989 -0.144770  0.000
44 C 0.529726 -5.873170 -0.543020  0.000
45 C 1.244010 -5.846045 -1.729976  0.000
46 C 1.217262 -4.717880 -2.530370  0.000
47 H 1.245961 0.459087 -3.640617  0.008
48 H 3.263392 1.728315 -3.021989  0.000
49 H 5.191877 0.558545 -2.010937  0.000
50 H 5.048773 -1.855899 -1.534715  0.001
51 H 2.993493 -3.094347 -2.016733  0.000
52 H -0.817773 -2.768197 -0.641093  0.000
53 H -0.766171 -4.798008 0.773288  0.000
54 H 0.532066 -6.767824 0.060082  0.000
55 H 1.808585 -6.708913 -2.039849  0.000
56 H 1.732706 -4.700025 -3.479876  0.000
57 F 3.556921 7.309291 3.421511  0.000
58 C 3.699648 7.372840 2.085046  0.000
59 F 5.014436 7.354950 1.841006  0.000
60 F 3.251180 8.581445 1.715542  0.000
61 C 2.957155 6.252340 1.408418  -0.001
62 C 3.620078 5.359239 0.574168  0.000
63 C 2.932404 4.285986 0.049411  -0.001
64 C 1.578397 4.108671 0.353322  0.000
65 C 0.904259 5.046218 1.141688  0.000
66 C 1.596369 6.114506 1.670174  0.000
67 C 0.903103 2.970543 -0.127510  0.034
68 C 0.383087 1.967091 -0.556686  0.157
69 H 4.664306 5.507018 0.349110  0.000
70 H 3.430941 3.571099 -0.586532  0.000
71 H -0.147860 4.913186 1.336735  0.000
72 H 1.095393 6.840571 2.290939  0.000

Atoms 1-6, force components in eV/Å:
Au 0.9 -0.6 -0.8
O -0.7 -0.3 0.0
S -0.5 0.3 -0.1
O -0.2 -0.2 0.1
N 0.2 0.0 0.1
C -0.4 0.1 -0.4

Output
* energy: -80365.36926 eV
* multiplicity: 3
* HOMO (alpha / beta): -0.389 / -0.387 Eh
* charge: +1
* frontier orbital gap (alpha / beta): 7.18 / 4.86 eV
* <S²>: 2.046